{"formula": "C2H2ClO3P", "method": "wB97M-V/def2-TZVPD", "orbital_gap_ev": 9.138, "de_lowest_ev": 1.8648, "e_homo_ev": -9.17, "total_charge": 0, "total_energy_ev": -30058.9785, "elements": ["C", "C", "O", "O", "O", "P", "Cl", "H", "H"], "coordinates": [[1.883229, 0.345516, 0.379578], [0.890223, 0.855044, -0.290096], [2.811711, -0.115602, 0.905183], [-0.403006, 0.925665, 0.182018], [-2.852576, 0.805841, 0.295571], [-1.790241, 0.458760, -0.617009], [-1.425197, -2.076172, 0.158263], [-0.207390, -2.480774, 0.248730], [1.093251, 1.281718, -1.262237]], "forces_ev_per_a": [[0.72, -0.57, 0.44], [-1.00, 0.34, -1.10], [-0.15, 0.14, 0.06], [-0.38, -0.08, 0.38], [-1.13, 0.12, 0.73], [1.62, 0.90, -0.80], [0.14, -0.94, 0.34], [-0.06, 0.08, -0.04], [0.24, 0.00, 0.00]]}